No. 1
A cluster of 2 separate species, C4H8N2OS in total at a distorted geometry. Source: the OMol25 dataset; level of theory: ωB97M-V/def2-TZVPD.

Computed properties:
**E_LUMO**: 0.75 eV
**Molecular weight**: 132.19 u
**Kohn-Sham gap**: 9.5 eV
**Highest occupied orbital energy**: -8.77 eV
**Energy above the lowest of the compared OMol25 structures with the same formula, charge and spin**: 518.1 kJ/mol

The geometry in XYZ format:
```
16
Properties=species:S:1:pos:R:3:forces:R:3:mulliken_charge:R:1
S -3.49399 -0.63260 0.34514 1.50 0.77 -0.44 -0.3140
O 0.95556 -1.78290 -0.63773 -2.26 -2.76 0.19 -0.3361
N -1.68015 1.41683 -0.32294 -2.31 -2.46 -0.07 -0.2221
N 0.08846 -1.72085 0.48250 0.85 2.51 0.34 0.1457
C -0.53559 2.21934 -0.32083 1.48 -0.71 -0.17 -0.5593
C -0.15920 -0.59384 1.05158 1.19 -0.76 -0.21 -0.6646
C -2.30542 0.43645 -0.03511 -0.70 1.67 -0.17 0.4273
C 2.00087 -0.89943 -0.60166 -0.03 0.74 3.40 -0.4377
H -0.26016 -2.59887 0.79827 0.24 -1.10 -0.40 0.2300
H -0.82331 3.27105 -0.17473 0.39 -0.43 0.23 0.2491
H 0.06661 1.69058 0.47969 -0.01 1.27 -0.59 0.3602
H 1.58582 0.06639 -0.60866 0.06 1.62 -0.17 0.1081
H 0.02663 2.11243 -1.29613 -0.66 0.21 0.94 0.1982
H 2.66096 -0.99804 0.30430 -0.59 -0.09 -0.64 0.2410
H 2.50882 -1.13575 -1.44302 1.84 -0.41 -2.68 0.3245
H -0.63591 -0.85081 1.97932 -0.99 -0.06 0.44 0.2497
```
Forces are in eV/Å.

---

No. 2
An isolated molecule of C4H8N2OS. Source: the OMol25 dataset; level of theory: ωB97M-V/def2-TZVPD.

Computed properties:
**E_LUMO**: 0.75 eV
**Molecular weight**: 132.19 u
**Kohn-Sham gap**: 9.8 eV
**Highest occupied orbital energy**: -9.06 eV
**SMILES**: O[C@]1(CS)C=NNC1
**Energy above the lowest of the compared OMol25 structures with the same formula, charge and spin**: 136.0 kJ/mol

The geometry in XYZ format:
```
16
Properties=species:S:1:pos:R:3:forces:R:3:mulliken_charge:R:1
S 2.79610 0.46772 0.24867 -0.19 0.04 0.35 -0.2120
O 0.39292 -0.49638 1.62258 0.05 -0.01 -0.04 -0.6112
N -1.68457 1.38981 0.17491 0.22 0.23 0.17 -0.5603
N -2.20035 0.09995 0.16487 -0.33 0.10 -0.24 -0.1968
C -0.41520 1.32911 0.24963 0.30 0.05 -0.03 -0.3562
C 0.10532 -0.10655 0.28585 0.10 0.21 -0.21 1.0194
C 1.36928 -0.38155 -0.51052 0.26 -0.65 0.34 -0.9691
C -1.14310 -0.80780 -0.25899 0.22 -0.40 0.35 -0.8786
H 1.57999 -1.46727 -0.51127 -0.24 0.45 0.02 0.3965
H -3.02210 0.10107 -0.41913 -0.14 -0.13 0.06 0.2852
H -1.26571 -1.80183 0.17610 0.05 0.10 0.00 0.3245
H -0.36079 -0.23780 2.15836 -0.12 0.01 0.26 0.4062
H 3.48308 0.64289 -0.87265 0.12 0.03 -0.32 0.1232
H -1.08695 -0.90389 -1.33932 0.01 0.09 -0.34 0.3424
H 0.19217 2.22737 0.36154 -0.17 -0.29 -0.05 0.4537
H 1.25990 -0.05485 -1.53062 -0.11 0.18 -0.32 0.4331
```
Forces are in eV/Å.

---

No. 3
A cluster of 2 separate species, C4H8N2P in total at a distorted geometry. Source: the OMol25 dataset; level of theory: ωB97M-V/def2-TZVPD.

Computed properties:
**E_LUMO (spin up / spin down)**: -6.21 / -6.21 eV
**Molecular weight**: 115.10 u
**Kohn-Sham gap (spin up / spin down)**: 6.9 / 6.9 eV
**Highest occupied orbital energy (spin up / spin down)**: -13.15 / -13.15 eV
**Energy above the lowest of the compared OMol25 structures with the same formula, charge and spin**: 188.1 kJ/mol
**Net charge**: +1

The geometry in XYZ format:
```
15
Properties=species:S:1:pos:R:3:forces:R:3:mulliken_charge:R:1
P -0.24104 0.59706 -0.13711 0.14 -1.05 0.42 0.2303
N 2.72982 1.60459 0.07158 -0.39 -0.66 0.52 -0.3167
N -2.86470 0.25135 -0.09365 -0.66 -1.92 -0.66 -0.7576
C 1.87740 0.61908 0.00504 -1.76 0.78 -0.78 0.3519
C -0.16048 -1.11584 -0.00219 0.08 2.34 0.13 -0.1822
C 2.19582 -0.70821 -0.15687 3.19 -2.86 0.30 -0.3337
C 1.17451 -1.59159 0.01588 2.46 -1.24 -0.37 -0.2424
H -2.77845 -0.47839 0.62259 -0.20 0.45 -0.14 0.2786
H 3.26231 -1.13140 -0.24538 -1.62 0.95 0.24 0.2333
H -0.88814 -1.89208 0.06714 -0.99 0.22 -0.15 0.3682
H -3.75934 0.03318 -0.57469 0.94 0.10 0.08 0.2544
H 2.46705 2.52860 0.35933 -0.34 0.40 -0.18 0.2709
H -3.04663 1.09958 0.36762 -0.22 1.34 0.90 0.2703
H 1.47041 -2.67950 0.10011 -0.79 1.24 -0.15 0.3163
H 3.72267 1.41530 0.12713 0.14 -0.09 -0.15 0.2583
```
Forces are in eV/Å.

---

No. 4
An isolated molecule of C4H8N2S at a distorted geometry. Source: the OMol25 dataset; level of theory: ωB97M-V/def2-TZVPD.

Computed properties:
**E_LUMO**: 0.60 eV
**Molecular weight**: 116.19 u
**Kohn-Sham gap**: 8.3 eV
**Highest occupied orbital energy**: -7.69 eV
**SMILES**: C/C(=C\N)C(N)=S
**Energy above the lowest of the compared OMol25 structures with the same formula, charge and spin**: 79.2 kJ/mol

The geometry in XYZ format:
```
15
Properties=species:S:1:pos:R:3:forces:R:3:mulliken_charge:R:1
S 2.18423 -0.54636 -0.30948 -0.77 0.35 0.40 -0.3685
N -2.82200 0.19649 -0.31673 -3.93 -0.25 -0.35 -0.3708
N 0.97888 1.68545 0.36777 -0.38 -0.25 -0.14 -0.3804
C -0.54136 -0.14554 0.09894 0.32 -0.98 0.75 0.4844
C -1.59986 0.62071 -0.21580 2.93 1.74 0.09 -0.2599
C 0.83698 0.38047 0.10154 0.30 -1.09 -0.61 0.2011
C -0.87230 -1.59584 0.46160 -0.06 -0.22 -0.09 -1.5029
H 1.88990 2.05732 0.46711 0.77 0.25 -0.09 0.2174
H -1.49458 1.68144 -0.44965 0.20 -0.22 -0.06 0.3291
H -3.06939 -0.75600 -0.11302 -0.07 0.09 0.02 0.1971
H -1.56971 -1.67786 1.32156 0.15 0.40 -0.36 0.3529
H -1.36312 -2.12160 -0.37786 0.22 0.15 0.17 0.3515
H -0.02906 -2.21709 0.76139 0.26 0.37 -0.28 0.3485
H -3.57427 0.87337 -0.47548 0.59 -0.84 0.11 0.2174
H 0.22358 2.16990 0.78259 -0.53 0.49 0.43 0.1830
```
Forces are in eV/Å.

---

Question: Number 3 is which compound?
Answer: C4H8N2P

---

Copy entry 4 word for word.
An isolated molecule of C4H8N2S at a distorted geometry. Source: the OMol25 dataset; level of theory: ωB97M-V/def2-TZVPD.

Computed properties:
**E_LUMO**: 0.60 eV
**Molecular weight**: 116.19 u
**Kohn-Sham gap**: 8.3 eV
**Highest occupied orbital energy**: -7.69 eV
**SMILES**: C/C(=C\N)C(N)=S
**Energy above the lowest of the compared OMol25 structures with the same formula, charge and spin**: 79.2 kJ/mol

The geometry in XYZ format:
```
15
Properties=species:S:1:pos:R:3:forces:R:3:mulliken_charge:R:1
S 2.18423 -0.54636 -0.30948 -0.77 0.35 0.40 -0.3685
N -2.82200 0.19649 -0.31673 -3.93 -0.25 -0.35 -0.3708
N 0.97888 1.68545 0.36777 -0.38 -0.25 -0.14 -0.3804
C -0.54136 -0.14554 0.09894 0.32 -0.98 0.75 0.4844
C -1.59986 0.62071 -0.21580 2.93 1.74 0.09 -0.2599
C 0.83698 0.38047 0.10154 0.30 -1.09 -0.61 0.2011
C -0.87230 -1.59584 0.46160 -0.06 -0.22 -0.09 -1.5029
H 1.88990 2.05732 0.46711 0.77 0.25 -0.09 0.2174
H -1.49458 1.68144 -0.44965 0.20 -0.22 -0.06 0.3291
H -3.06939 -0.75600 -0.11302 -0.07 0.09 0.02 0.1971
H -1.56971 -1.67786 1.32156 0.15 0.40 -0.36 0.3529
H -1.36312 -2.12160 -0.37786 0.22 0.15 0.17 0.3515
H -0.02906 -2.21709 0.76139 0.26 0.37 -0.28 0.3485
H -3.57427 0.87337 -0.47548 0.59 -0.84 0.11 0.2174
H 0.22358 2.16990 0.78259 -0.53 0.49 0.43 0.1830
```
Forces are in eV/Å.